A structure of composition C28H36N4O2P2Pb. Source: the Open Molecules 2025 dataset; level of theory: ωB97M-V/def2-TZVPD.

Atoms and positions in Å:
Pb 0.083 -2.457 1.619
P -2.093 -0.847 -1.146
P 1.340 -1.470 -1.177
O -0.515 -1.410 3.803
O -1.672 -3.216 3.146
N 2.179 -2.684 -2.273
N -3.696 -1.242 -1.875
N -2.191 0.873 -1.699
N 2.640 -0.282 -1.407
C -0.988 3.324 5.066
C 0.334 -0.740 -2.530
C 1.851 3.659 2.939
C 2.471 -3.973 -1.830
C 1.632 -3.648 2.980
C 0.499 1.513 2.778
C -2.199 1.431 -2.982
C 2.831 -3.903 -4.084
C -1.908 1.913 -0.799
C -5.534 -1.504 -3.201
C 0.357 4.010 5.031
C -4.184 -2.548 -1.701
C 2.861 -4.751 -2.924
C 1.699 2.399 2.552
C 4.578 0.797 -0.950
C -4.529 -0.618 -2.809
C -1.428 2.456 4.155
C -1.081 -1.356 -2.610
C 4.187 1.140 -2.287
C -5.311 -2.729 -2.487
C 2.452 -2.633 -3.642
C -1.942 2.792 -2.897
C 2.999 0.447 -2.543
C 3.622 -0.071 -0.436
C -1.750 3.097 -1.512
C 0.861 4.535 3.625
C -0.879 2.250 2.768
C -1.443 -2.291 3.989
H -1.908 3.483 -3.730
H -0.791 3.193 2.196
H 2.384 0.450 -3.430
H -1.875 1.714 0.270
H 3.041 -4.164 -5.107
H 2.387 -4.210 -0.780
H -1.526 4.071 -1.090
H 2.272 -3.016 3.626
H -1.593 3.563 5.959
H -4.376 0.400 -3.115
H -2.080 -2.229 4.907
H 2.354 -1.725 -4.207
H 3.124 -5.794 -2.910
H 1.086 -4.327 3.670
H 2.281 -4.270 2.320
H 0.265 0.350 -2.360
H -3.685 -3.216 -1.012
H 1.089 3.304 5.466
H -2.415 0.839 -3.859
H 5.474 1.135 -0.440
H -6.318 -1.297 -3.908
H -2.353 1.890 4.296
H -1.055 -2.460 -2.606
H -1.570 1.552 2.257
H -1.584 -1.044 -3.544
H 1.365 5.498 3.831
H 0.349 4.896 5.694
H 0.796 -0.893 -3.520
H 4.691 1.773 -2.991
H -5.906 -3.629 -2.552
H 0.572 0.940 3.733
H 0.002 4.742 2.974
H 2.533 1.878 2.041
H 0.483 0.738 1.969
H 2.814 4.167 2.780
H 3.538 -0.566 0.523

2S+1   1
Charge   +2
HOMO (spin up / spin down)   -12.731 / -12.731 eV
LUMO (spin up / spin down)   -10.08 / -10.26 eV
Max |F|   5.188 eV/A

---

A structure of composition C28H37BF5N2PdSi2. Source: the Open Molecules 2025 dataset; level of theory: ωB97M-V/def2-TZVPD.

Atoms and positions in Å:
Pd -0.905 0.134 0.803
Si -0.167 0.434 3.667
Si -0.034 1.508 -1.875
F -5.182 0.112 2.487
F -3.205 -0.173 1.397
F -4.520 -1.974 1.911
F -3.444 -0.862 3.562
F -1.588 -2.186 0.512
N 1.302 -0.453 -0.352
N -0.130 -0.888 2.577
C 0.952 -1.714 -1.002
C -1.747 -4.130 1.816
C -1.318 -2.828 1.714
C 1.595 0.614 -1.309
C -0.627 -2.134 2.725
C 2.146 -2.455 -1.621
C -1.112 1.874 -0.407
C 0.515 3.189 -2.617
C 2.368 -0.660 0.622
C -0.823 -4.209 4.009
C 0.078 3.664 -3.850
C -2.048 0.051 -3.368
C 1.121 5.793 -3.476
C -0.078 0.067 5.553
C -2.556 -0.596 -4.483
C -0.738 0.517 -3.345
C 1.568 5.342 -2.244
C 1.432 1.436 3.291
C -0.395 -2.905 3.883
C -1.641 1.645 3.454
C 1.260 4.060 -1.827
C 3.218 -2.699 -0.561
C -0.439 -0.370 -5.580
C -1.504 -4.842 2.979
C -1.756 -0.800 -5.595
C 0.380 4.944 -4.281
C 3.608 -1.359 0.053
C 0.057 0.284 -4.466
B -4.112 -0.743 2.361
H 4.070 -0.730 -0.713
H 1.947 -1.241 1.446
H 2.195 0.245 -2.151
H 2.654 0.315 1.020
H 4.091 -3.182 -1.011
H -2.674 0.194 -2.501
H -2.275 -4.571 0.986
H -1.468 2.578 3.984
H -0.055 1.004 6.102
H -2.154 -1.290 -6.473
H 4.334 -1.495 0.856
H -0.513 3.015 -4.481
H 0.154 -2.430 4.680
H 0.195 -1.506 -1.767
H 0.814 -0.490 5.824
H 0.196 -0.539 -6.439
H 2.835 -3.361 0.222
H 2.204 1.356 -0.793
H 2.324 0.826 3.389
H 0.523 -2.377 -0.247
H 0.029 5.293 -5.245
H 2.146 5.997 -1.607
H -0.842 2.804 0.096
H -3.581 -0.941 -4.492
H 1.403 1.850 2.286
H -2.188 1.862 -0.608
H 1.347 6.800 -3.801
H 2.567 -1.866 -2.439
H 1.081 0.633 -4.463
H -2.552 1.203 3.837
H 1.517 2.261 3.991
H -1.812 1.875 2.395
H -0.945 -0.496 5.883
H 1.795 -3.405 -2.035
H 1.595 3.725 -0.856
H -1.847 -5.861 3.078
H -0.638 -4.743 4.933

2S+1   1
Charge   -1
HOMO (spin up / spin down)   -4.428 / -4.398 eV
LUMO (spin up / spin down)   1.60 / 1.81 eV
Max |F|   2.271 eV/A

---

A structure of composition C28H37Cl2CrN6O10PS. Source: the Open Molecules 2025 dataset; level of theory: ωB97M-V/def2-TZVPD.

Atoms and positions in Å:
Cr -0.379 -0.486 0.230
Cl -4.061 1.066 -2.539
Cl -3.325 3.738 -1.626
S 1.634 0.800 0.834
P -1.472 2.016 1.990
O -3.015 -2.898 -7.513
O 0.260 -1.045 -1.563
O -1.610 1.308 -0.612
O -3.837 -3.403 -5.586
O -1.918 -1.224 -1.491
O 1.878 0.534 -5.980
O 0.697 0.199 -7.750
O -1.333 0.524 1.836
O -0.465 3.012 1.517
O -0.492 1.671 -2.509
N -3.676 1.388 0.590
N 4.077 1.355 -0.073
N 2.746 0.162 -1.485
N 0.920 0.073 -6.567
N 0.098 2.754 3.954
N -3.024 -2.857 -6.303
C 5.562 3.406 3.274
C -1.052 -2.011 2.746
C -0.047 -0.700 -5.774
C -0.903 -1.336 -3.637
C -1.496 1.709 -1.825
C 0.295 -1.873 2.525
C 1.942 -2.716 0.688
C -0.636 -2.791 0.611
C 0.581 -2.286 1.150
C -1.647 -2.541 1.552
C -1.921 -2.040 -4.260
C -3.092 -2.851 1.346
C 4.346 1.531 2.370
C -0.875 -1.212 -2.152
C 4.862 2.223 3.456
C 5.756 3.899 1.992
C 1.337 -1.461 3.513
C 0.057 -0.683 -4.397
C 5.248 3.212 0.902
C -0.743 -3.751 -0.536
C -1.051 -1.396 -6.423
C -1.332 2.325 3.840
C -2.767 2.286 -2.487
C 2.889 0.758 -0.308
C -1.791 -1.695 4.009
C -3.187 2.457 1.510
C 4.532 2.035 1.089
C -1.961 -2.081 -5.643
H 0.896 -1.249 4.487
H 2.163 -3.720 1.064
H -4.447 1.694 0.000
H -3.817 2.561 2.392
H 5.964 3.941 4.124
H 2.065 -2.265 3.646
H 0.724 1.966 4.115
H 1.886 -0.581 3.165
H -1.538 1.431 4.422
H -2.544 2.569 -3.508
H -1.117 -1.400 -7.501
H -3.372 -2.666 0.308
H -1.915 -2.593 4.618
H 0.845 -0.117 -3.927
H 4.735 1.818 4.452
H -3.913 0.528 1.080
H -3.298 -3.902 1.569
H -2.786 -1.298 3.797
H 2.716 -2.040 1.053
H 1.842 -0.237 -1.730
H 0.285 3.105 2.943
H -3.728 -2.247 1.997
H 0.271 3.479 4.645
H -2.817 1.185 -0.052
H -1.982 3.137 4.160
H 6.304 4.818 1.835
H -1.256 -0.959 4.608
H 5.403 3.587 -0.103
H 4.657 1.506 -0.885
H 1.992 -2.746 -0.400
H 3.828 0.594 2.508
H 3.473 0.193 -2.181
H -1.713 -3.687 -1.027
H 0.033 -3.582 -1.281
H -2.676 -2.556 -3.685
H -0.623 -4.772 -0.163
H -3.152 3.401 0.970

2S+1   4
Charge   +1
HOMO (spin up / spin down)   -9.832 / -10.267 eV
LUMO (spin up / spin down)   -3.26 / -2.60 eV
Max |F|   1.621 eV/A

---

Energy relative to the best compared isomer or geometry (same formula, charge and spin): 21.62 210.83 198.33 (kJ/mol)
Energy: -2332.796994 -2430.046265 -4874.311361 (Eh)